This record from the OMol25 dataset describes a molecular structure, C11H17Cl2NO2SZr in a non-equilibrium geometry. The level of theory is ωB97M-V/def2-TZVPD.

```
35
Properties=species:S:1:pos:R:3:lowdin_charge:R:1
C 0.933 -1.163 -0.944 -0.300
C 1.545 0.003 -1.438 -0.307
C 0.507 0.919 -1.760 -0.285
C 2.999 0.228 -1.574 -0.096
C -0.757 0.316 -1.497 -0.266
C -0.491 -0.964 -0.940 -0.275
C -1.514 -1.971 -0.612 -0.108
C 1.664 -2.365 -0.517 -0.097
C 0.727 2.334 -2.069 -0.103
C -2.079 0.951 -1.706 -0.105
Zr -0.692 -0.039 2.954 1.141
Cl 1.283 0.986 1.857 -0.091
Cl 0.725 -1.854 3.851 -0.240
O -1.830 0.807 1.503 -0.485
H 3.630 -0.384 -0.918 0.055
H 3.229 1.283 -1.405 0.051
H 3.324 -0.029 -2.591 0.056
H 1.505 2.727 -1.396 0.061
H -0.206 2.888 -1.917 0.051
H 1.067 2.522 -3.095 0.053
H -2.036 2.024 -1.479 0.053
H -2.871 0.503 -1.096 0.041
H -2.422 0.862 -2.760 0.060
H -2.482 -1.467 -0.529 0.051
H -1.409 -2.461 0.374 0.038
H -1.512 -2.711 -1.431 0.065
H 2.511 -2.103 0.133 0.059
H 2.049 -2.954 -1.376 0.062
H 0.977 -2.960 0.097 0.059
H -2.767 0.500 1.390 0.007
O -1.753 -1.631 2.449 -0.561
H -2.097 -2.536 2.484 0.007
S -0.445 3.832 6.091 0.442
C -0.600 2.462 5.234 -0.971
N -0.710 1.447 4.632 -0.121
```

Summary:
HOMO level, hartree: 0.02190
Gap between HOMO and LUMO, eV: 3.933
Energy relative to the best compared isomer or geometry (same formula, charge and spin), kcal/mol: 0.0
2S+1: 1
Net charge: -2


This record from the OMol25 dataset describes a molecular structure, C52H40Cl4I2N2O5P2Rb. The level of theory is ωB97M-V/def2-TZVPD.

```
108
Properties=species:S:1:pos:R:3:lowdin_charge:R:1
Rb -1.644 0.575 -0.118 0.672
C 6.720 -0.784 0.355 -0.017
C 5.633 0.298 0.254 -0.430
C 6.289 1.688 0.216 -0.022
C 4.723 0.203 1.468 -0.100
C 5.215 0.426 2.757 -0.034
C 4.400 0.318 3.868 -0.072
C 3.062 -0.030 3.715 -0.063
C 2.535 -0.264 2.457 -0.276
P 0.767 -0.658 2.119 1.111
C 0.906 -2.407 1.581 -0.360
C -0.249 -2.992 1.065 -0.100
C -0.215 -4.267 0.523 -0.070
C 0.977 -4.976 0.488 -0.089
C 2.129 -4.412 1.020 -0.087
C 2.094 -3.136 1.565 -0.085
C 0.040 -0.751 3.788 -0.382
C -0.634 0.395 4.218 -0.098
C -1.306 0.409 5.428 -0.072
C -1.331 -0.737 6.213 -0.084
C -0.670 -1.881 5.790 -0.087
C 0.018 -1.888 4.586 -0.083
C 3.386 -0.130 1.358 -0.210
O 2.789 -0.388 0.149 -0.017
C 3.482 -0.240 -1.013 -0.181
C 2.745 -0.423 -2.188 -0.261
C 3.397 -0.279 -3.404 -0.087
C 4.750 0.021 -3.451 -0.071
C 5.449 0.198 -2.270 -0.029
C 4.835 0.082 -1.025 -0.090
P 0.933 -0.758 -2.069 1.109
C 0.321 0.415 -3.352 -0.374
C -0.045 0.076 -4.649 -0.080
C -0.552 1.045 -5.507 -0.082
C -0.703 2.355 -5.077 -0.095
C -0.348 2.702 -3.780 -0.082
C 0.157 1.735 -2.928 -0.134
C 0.714 -2.384 -2.861 -0.377
C 1.745 -3.206 -3.302 -0.083
C 1.461 -4.472 -3.798 -0.089
C 0.150 -4.922 -3.858 -0.087
C -0.886 -4.111 -3.409 -0.079
C -0.600 -2.856 -2.904 -0.112
H 7.311 -0.650 1.262 0.081
H 7.394 -0.736 -0.501 0.080
H 6.269 -1.776 0.383 0.097
H 6.872 1.866 1.119 0.078
H 5.530 2.467 0.138 0.100
H 6.962 1.777 -0.637 0.077
H 6.257 0.688 2.891 0.107
H 4.805 0.499 4.855 0.101
H 2.419 -0.123 4.582 0.105
H -1.184 -2.450 1.125 0.033
H -1.123 -4.700 0.120 0.107
H 1.007 -5.966 0.049 0.099
H 3.060 -4.965 1.008 0.096
H 3.001 -2.708 1.974 0.102
H -0.681 1.261 3.566 0.107
H -1.855 1.292 5.731 0.112
H -1.896 -0.748 7.136 0.102
H -0.718 -2.783 6.387 0.103
H 0.508 -2.792 4.243 0.107
H 2.836 -0.395 -4.324 0.111
H 5.256 0.127 -4.401 0.102
H 6.504 0.439 -2.319 0.109
H 0.053 -0.948 -4.987 0.106
H -0.838 0.770 -6.514 0.103
H -1.112 3.102 -5.743 0.103
H -0.480 3.719 -3.433 0.109
H 0.423 1.993 -1.907 0.092
H 2.772 -2.866 -3.249 0.095
H 2.268 -5.112 -4.132 0.098
H -0.065 -5.912 -4.239 0.099
H -1.911 -4.459 -3.431 0.072
H -1.410 -2.243 -2.517 0.079
Cl -5.045 -1.497 6.260 0.624
C -4.513 -0.558 4.906 -0.739
C -4.695 0.815 4.884 -0.738
Cl -5.476 1.610 6.207 0.632
C -4.223 1.557 3.805 -0.610
Cl -4.434 3.290 3.772 0.656
C -3.520 0.992 2.719 -0.471
O -3.043 1.708 1.770 -0.293
C -3.381 -0.447 2.744 -0.447
O -2.731 -1.072 1.757 -0.701
C -3.871 -1.162 3.820 -0.607
Cl -3.641 -2.889 3.803 0.678
O -5.931 6.463 0.577 -0.037
C -4.652 5.904 0.728 -0.243
N -4.445 4.739 -0.105 0.113
C -4.504 4.867 -1.447 -0.429
O -4.731 5.947 -1.985 0.048
C -4.238 3.636 -2.264 -0.102
C -4.579 3.601 -3.609 0.002
C -4.341 2.442 -4.325 -0.044
C -3.755 1.360 -3.678 -0.129
N -3.403 1.392 -2.396 0.036
C -3.651 2.508 -1.716 -0.122
H -5.991 6.752 -0.343 0.072
H -4.551 5.590 1.764 0.106
H -3.884 6.647 0.485 0.129
H -4.385 3.836 0.345 0.124
H -5.030 4.476 -4.059 0.121
H -4.604 2.372 -5.372 0.105
H -3.563 0.428 -4.196 0.111
H -3.351 2.519 -0.675 0.057
I -3.869 -2.028 0.031 0.541
I -4.840 -3.054 -2.462 -0.178
```

Summary:
HOMO level, hartree: -0.15433
Gap between HOMO and LUMO, eV: 5.904
2S+1: 1
Net charge: -1


This record from the OMol25 dataset describes a molecular structure, C3H7N3O. The level of theory is ωB97M-V/def2-TZVPD.

```
14
Properties=species:S:1:pos:R:3:lowdin_charge:R:1
C 2.624 0.174 0.238 -0.079
N 1.238 -0.103 0.558 0.000
C 0.268 0.110 -0.387 -0.550
O 0.495 0.406 -1.539 0.070
N -1.032 -0.095 0.121 0.052
C -2.159 0.211 -0.569 -0.263
N -3.261 -0.247 0.081 0.034
H 2.771 -0.031 -0.822 0.085
H 3.276 -0.477 0.827 0.081
H 2.894 1.221 0.428 0.087
H 0.975 -0.085 1.532 0.128
H -1.151 -0.509 1.044 0.133
H -2.864 -0.690 -1.087 0.173
H -4.073 0.113 -0.425 0.049
```

Summary:
HOMO level, hartree: -0.32345
Gap between HOMO and LUMO, eV: 9.659
Energy relative to the best compared isomer or geometry (same formula, charge and spin), kcal/mol: 82.3
2S+1: 1
Net charge: 0


This record from the OMol25 dataset describes a single C4H6ClFN2 molecule in a non-equilibrium geometry. The level of theory is ωB97M-V/def2-TZVPD.

```
14
Properties=species:S:1:pos:R:3:lowdin_charge:R:1
F -3.659 -0.341 -0.669 -0.164
C -2.500 -0.857 0.196 -0.116
C -1.555 0.231 0.008 -0.170
N -0.252 -0.067 -0.051 -0.019
N 0.290 1.156 -0.154 -0.069
C 1.614 1.059 -0.158 -0.162
C 2.426 -0.184 0.020 -0.656
Cl 4.105 -0.559 -0.312 0.588
H -2.722 -0.778 1.409 0.175
H -1.987 -1.781 -0.362 0.161
H -1.948 1.390 -0.319 0.196
H 2.260 2.040 -0.121 0.137
H 1.923 -0.870 -0.502 -0.004
H 2.006 -0.438 1.017 0.104
```

Summary:
HOMO level, hartree: -0.35189
Gap between HOMO and LUMO, eV: 9.571
Energy relative to the best compared isomer or geometry (same formula, charge and spin), kcal/mol: 101.6
2S+1: 1
Net charge: 0